No. 1
Computed, not measured: the ion C3H8N2O with charge +1, with the ωB97M-V functional and the def2-TZVPD basis.

Geometry as XYZ:
```
14
C3H8N2O | OMol25 | the ωB97M-V functional and the def2-TZVPD basis
N -0.5297 -2.2733 1.0581
C -0.3252 -1.4921 -0.1495
C 0.2763 -0.0232 0.2019
N -0.4411 1.0223 -0.2629
C 0.2851 2.3072 -0.4652
O 1.2868 0.0386 0.8403
H -0.0645 -1.8493 1.8526
H -0.0766 -3.1669 0.8910
H -1.2183 -1.2217 -0.7194
H 0.4163 -1.9654 -0.8008
H -1.0001 0.7740 -1.0731
H 1.0041 2.2147 -1.2757
H 0.8618 2.5660 0.4281
H -0.4752 3.0692 -0.5253
```

The calculation puts the LUMO energy (spin up / spin down) at -3.63 / -9.30 eV. Its total energy is -303.50958 hartree. As for the total charge: +1. The expectation value of S² is 0.758. As for the spin multiplicity: 2. Its relative energy (zero: lowest compared OMol25 entry of this formula, charge and spin) is 1.004 eV.


No. 2
Computed, not measured: a cluster of 7 separate species, C14H40NO13 in total, with the ωB97M-V functional and the def2-TZVPD basis.

Geometry as XYZ:
```
68
C14H40NO13 | OMol25 | the ωB97M-V functional and the def2-TZVPD basis
N -0.0625 0.8658 -0.2420
O 0.1776 1.2295 0.9309
O -0.7639 1.5672 -1.0054
O 0.3742 -0.2519 -0.6594
C -2.1553 -2.0629 1.5770
C -1.9344 -2.4120 0.1181
C -3.0876 -1.9694 -0.7757
O -0.6749 -1.9647 -0.3439
H -2.0926 -0.9874 1.7679
H -1.3587 -2.5238 2.1703
H -3.0605 -2.4484 2.0476
H -1.8650 -3.5041 0.0800
H -4.0468 -2.1985 -0.3124
H -3.0616 -2.3155 -1.8101
H -3.0345 -0.8797 -0.8886
H -0.4446 -1.0904 0.0049
C -2.7852 2.8373 2.6250
C -1.6409 3.2000 3.5339
C -1.4401 4.6830 3.7574
O -1.8577 2.5471 4.8081
H -2.6708 3.2180 1.6096
H -3.7660 3.1131 3.0199
H -2.8770 1.7563 2.4865
H -0.6701 2.8363 3.1727
H -0.6473 4.8788 4.4761
H -2.3490 5.2693 3.9151
H -1.1367 5.0738 2.7728
H -1.1449 2.8199 5.3905
C 2.0351 -3.3808 0.2260
C 3.3615 -2.6683 -0.0359
O 3.8625 -2.1562 1.2039
O 1.0929 -2.5324 0.8561
H 2.1711 -4.1933 0.9414
H 1.6370 -3.7691 -0.7206
H 3.2543 -1.8603 -0.7670
H 4.0735 -3.4212 -0.3793
H 3.0999 -1.9031 1.7577
H 0.8569 -1.8146 0.2376
C -2.7679 2.2476 -3.6134
C -1.8851 1.0111 -3.7267
O -0.4882 1.2851 -3.7446
O -3.0329 2.5528 -2.2538
H -3.7144 2.1179 -4.1314
H -2.1759 3.0685 -4.0338
H -2.0699 0.4832 -4.6698
H -2.1122 0.2775 -2.9464
H -0.2414 1.5667 -2.8448
H -2.1992 2.4501 -1.7774
C 1.3440 -1.4599 -3.2407
C 0.4824 -2.6703 -3.5709
O 0.3785 -3.5554 -2.4577
O 2.6869 -1.8874 -2.9831
H 0.9460 -1.0171 -2.3207
H 1.3327 -0.6770 -4.0016
H 0.8030 -3.1804 -4.4775
H -0.5023 -2.2150 -3.7607
H -0.0208 -2.9434 -1.8032
H 3.2759 -1.1298 -2.9726
C 3.8098 1.3885 1.1179
C 3.2539 1.3070 2.5414
O 2.4445 0.1670 2.7400
O 4.8591 0.4467 0.9517
H 4.2639 2.3728 0.9778
H 3.0238 1.1931 0.3819
H 2.7164 2.2125 2.8461
H 4.1328 1.1929 3.1796
H 1.6438 0.2420 2.1877
H 4.4448 -0.4347 0.8604
```

The calculation puts the LUMO energy at 2.75 eV. Its total energy is -1590.13778 hartree. As for the total charge: -1. As for the spin multiplicity: 1. Its relative energy (zero: lowest compared OMol25 entry of this formula, charge and spin) is 2.456 eV.


No. 3
Computed, not measured: a structure of composition C6H13NO, with the ωB97M-V functional and the def2-TZVPD basis.

Geometry as XYZ:
```
21
C6H13NO | OMol25 | the ωB97M-V functional and the def2-TZVPD basis
C -1.2157 0.2175 0.0435
C 1.5035 -0.9266 -0.1221
C 0.9761 1.6744 0.1595
C -2.0072 1.4295 -0.4009
C 1.1567 -2.2979 0.3834
N 0.3440 0.4025 0.5132
C -1.3112 -0.9453 -1.0142
O -2.3252 -1.4191 -1.4087
H 0.4226 0.2461 1.5116
H -1.4959 -0.1924 1.0134
H 2.3909 -0.5225 0.3692
H 1.5563 -0.8256 -1.1969
H 2.0015 1.7066 0.5336
H 0.9760 1.7575 -0.9272
H 0.4552 2.5180 0.6139
H -2.1267 2.1775 0.3862
H -2.9993 1.1067 -0.7198
H -1.5387 1.9004 -1.2672
H 2.0630 -2.9022 0.5061
H 0.5283 -2.8320 -0.3266
H 0.6457 -2.2728 1.3500
```

The calculation puts the LUMO energy (spin up / spin down) at 0.50 / 0.50 eV. Its total energy is -366.22118 hartree. As for the spin multiplicity: 1. Its relative energy (zero: lowest compared OMol25 entry of this formula, charge and spin) is 5.789 eV.


No. 4
Computed, not measured: an isolated molecule of C6H12N2, with the ωB97M-V functional and the def2-TZVPD basis.

Geometry as XYZ:
```
20
C6H12N2 | OMol25 | the ωB97M-V functional and the def2-TZVPD basis
C -2.1584 1.0864 -0.6767
C 1.3214 -0.7401 -1.0524
N -1.5894 0.0495 0.1385
C 0.4545 -0.8730 0.1905
N 0.9356 -1.9402 1.0392
C -0.9880 -1.0421 -0.1569
C 0.1870 0.6209 0.8616
C 0.9053 1.7411 0.5740
H 1.9353 -1.8686 1.1868
H 0.4755 -1.9385 1.9417
H -1.4964 -1.9968 -0.2310
H -0.1077 0.5099 1.9038
H -2.5112 1.8687 -0.0034
H -3.0039 0.6899 -1.2422
H -1.4163 1.5382 -1.3404
H 1.4111 -1.7108 -1.5414
H 0.8984 -0.0321 -1.7608
H 2.3077 -0.3736 -0.7590
H 1.1327 2.4701 1.3359
H 1.3068 1.9412 -0.4078
```

The SMILES is C=C[C@@](C)(N)/C=N/C. The calculation puts the LUMO energy at 0.07 eV. Its total energy is -345.16522 hartree. As for the spin multiplicity: 1. Its relative energy (zero: lowest compared OMol25 entry of this formula, charge and spin) is 4.426 eV.


No. 5
Computed, not measured: an isolated molecule of C4H8O2, with the ωB97M-V functional and the def2-TZVPD basis.

Geometry as XYZ:
```
14
C4H8O2 | OMol25 | the ωB97M-V functional and the def2-TZVPD basis
O 2.2964 -0.3023 -1.8182
C 2.1530 0.1031 -0.6936
C 1.0629 -0.3160 0.2237
C -0.2325 0.4387 -0.1657
C -1.4353 -0.2130 0.4590
O -2.6052 0.5486 0.2006
H 2.7925 0.9615 -0.3884
H 0.9951 -1.4044 0.1953
H 1.3279 -0.1834 1.2761
H 0.0150 1.4844 0.0031
H -0.2392 0.4237 -1.2371
H -1.2452 -0.3886 1.5249
H -1.5212 -1.1723 -0.0608
H -3.3643 0.0199 0.4812
```

The SMILES is O=CCCCO. The calculation puts the LUMO energy at 0.81 eV. Its total energy is -307.65422 hartree. As for the spin multiplicity: 1. Its relative energy (zero: lowest compared OMol25 entry of this formula, charge and spin) is 1.584 eV.